Record 1
# C3H7N3

The molecule C3H7N3 (ωB97M-V/def2-TZVPD, OMol25).

Atoms and positions in Å:
C: 2.3627 0.4189 0.0531
C: 1.3982 -0.6066 -0.0807
N: 0.0541 -0.3720 -0.2401
C: -0.5961 0.7819 -0.1714
N: -1.8817 0.8466 -0.0212
N: -2.2469 -0.5293 -0.0371
H: 3.4654 -0.0900 0.1522
H: 2.3189 1.7012 -0.0762
H: 1.7021 -1.6493 -0.1931
H: -0.7158 -1.1796 0.1666
H: -0.1635 1.7174 -0.1364
H: -3.2998 -0.5978 -0.5973
H: -2.3978 -0.4413 1.1816

- LUMO: 0.83 eV
- Structure (SMILES): C=CN/C=N\N
- Gap between HOMO and LUMO: 0.32701 Ha
- DFT total energy: -282.58283 a.u.

---

Record 2
# C2H9N3

A cluster of 2 separate species, C2H9N3 in total (ωB97M-V/def2-TZVPD, OMol25).

Atoms and positions in Å:
C: -2.2355 0.4412 0.3281
N: -1.8438 1.5972 -0.0644
H: -3.0804 -0.1929 0.0408
H: -1.5402 0.0026 1.0674
H: -1.6086 2.0989 0.7961
N: 1.5898 0.6836 -0.5374
C: 1.1709 -0.3880 0.3179
N: 0.4404 -1.4769 -0.4455
H: 1.9805 0.3942 -1.4276
H: 0.9174 1.3791 -0.8275
H: 2.0795 -0.7114 0.8211
H: 0.4768 -0.0701 1.1077
H: 1.0087 -1.4523 -1.2859
H: 0.6444 -2.3052 0.1092

- LUMO: 1.03 eV
- Structure (SMILES): C=N.NCN
- Gap between HOMO and LUMO: 0.37414 Ha
- DFT total energy: -245.77223 a.u.

---

Record 3
# C4H11NO2

A cluster of 2 separate species, C4H11NO2 in total (ωB97M-V/def2-TZVPD, OMol25).

Atoms and positions in Å:
O: 0.5743 2.2205 -0.7769
C: 1.4517 1.1953 -0.5410
C: 2.0423 1.0546 0.6641
O: 3.1148 0.2312 0.8986
H: -0.1268 1.8602 -1.3533
H: 1.7440 0.6647 -1.4382
H: 1.8451 1.7207 1.4952
H: 3.2414 -0.4085 0.1796
C: -1.1129 -1.8131 -0.6024
N: -0.7956 -0.4767 -0.1110
C: -1.9008 0.0795 0.6645
H: -1.2535 -2.5120 0.2280
H: -2.0205 -1.8110 -1.2134
H: -0.2838 -2.1738 -1.2180
H: 0.0330 -0.5449 0.5100
H: -2.1045 -0.5331 1.5483
H: -2.8121 0.1602 0.0648
H: -1.6361 1.0861 1.0011

- LUMO: 0.75 eV
- Structure (SMILES): O/C=C/O.CNC
- Gap between HOMO and LUMO: 0.32736 Ha
- DFT total energy: -364.17430 a.u.

---

Record 4
# C36H99ClN9O13

A cluster of 10 separate species, C36H99ClN9O13 in total (ωB97M-V/def2-TZVPD, OMol25).

Atoms and positions in Å:
Cl: -1.3315 0.9101 0.3323
O: -1.8641 2.2532 0.0120
O: -2.2966 0.1324 1.1047
O: -1.0036 0.1913 -0.9422
O: -0.1073 1.1114 1.1046
C: 4.3212 2.5600 0.1509
C: 3.3938 1.7636 -0.7996
C: 2.2782 2.5876 -1.4204
O: 1.5788 1.7488 -2.3039
C: 0.3929 2.3681 -2.7817
N: 4.2444 1.2381 -1.8117
H: 5.0868 1.8393 0.4603
H: 3.7797 3.0488 0.9479
H: 4.9114 3.3467 -0.3179
H: 2.8423 1.0895 -0.1068
H: 2.7892 3.4426 -1.8631
H: 1.5686 2.9725 -0.6605
H: -0.2483 2.7387 -1.9700
H: -0.2193 1.6304 -3.3279
H: 0.5595 3.2237 -3.4750
H: 3.9613 0.5951 -2.5618
H: 5.2509 1.1222 -1.6944
C: -0.0130 -2.4264 4.6045
C: -0.9857 -1.7811 3.5675
C: -1.8079 -2.8066 2.8520
O: -0.9379 -3.8060 2.2294
C: -1.4061 -5.0957 2.3005
N: -1.8762 -0.8866 4.1875
H: 0.6951 -3.1793 4.2628
H: -0.6185 -2.7125 5.4797
H: 0.4458 -1.5299 4.9972
H: -0.3606 -1.3469 2.7929
H: -2.3708 -2.3857 2.0086
H: -2.5033 -3.3208 3.5398
H: -0.8553 -5.7082 1.5908
H: -2.4794 -5.2160 2.0996
H: -1.2021 -5.4738 3.3255
H: -1.2662 -0.1310 4.5008
H: -2.3925 -0.4629 3.4053
C: 7.7151 -1.6892 2.2431
C: 6.3204 -1.2116 1.7288
C: 5.6260 -0.2404 2.6440
O: 4.3025 -0.0637 2.2445
C: 3.4627 0.6573 3.0765
N: 6.4561 -0.6554 0.3836
H: 8.2101 -2.2365 1.4395
H: 7.7319 -2.3126 3.1500
H: 8.3114 -0.8305 2.5668
H: 5.6126 -2.0924 1.6322
H: 6.1873 0.7073 2.6022
H: 5.7442 -0.7131 3.6168
H: 3.4151 0.1741 4.0824
H: 2.4531 0.5229 2.6537
H: 3.6249 1.7277 3.1819
H: 6.3453 -1.3251 -0.3920
H: 7.3866 -0.2775 0.3586
C: -3.3491 -2.3755 -2.1162
C: -2.6768 -3.1043 -0.9315
C: -2.9567 -4.6104 -1.0346
O: -4.3180 -4.8813 -1.2427
C: -4.4986 -6.2817 -1.4979
N: -1.2792 -2.9315 -0.9557
H: -4.4338 -2.4429 -2.1454
H: -2.9815 -2.6962 -3.0898
H: -3.0192 -1.3323 -2.0074
H: -3.0920 -2.7390 0.0165
H: -2.5836 -5.1334 -0.1637
H: -2.3301 -4.9453 -1.8861
H: -5.5570 -6.4778 -1.5654
H: -4.0638 -6.9200 -0.6994
H: -3.9531 -6.5926 -2.4146
H: -0.9679 -1.9742 -0.8853
H: -0.8324 -3.4603 -0.1966
C: -0.4814 4.7612 4.9101
C: 0.5099 3.5204 4.7987
C: -0.0934 2.2288 5.2365
O: 0.7286 1.0689 5.3640
C: 1.7580 1.1392 6.3156
N: 1.0591 3.4659 3.3908
H: -0.7672 5.0830 5.9190
H: -1.4172 4.5160 4.3768
H: 0.0124 5.5420 4.3338
H: 1.3928 3.7545 5.4090
H: -0.8686 1.9869 4.5132
H: -0.6294 2.4398 6.1680
H: 2.2271 0.1479 6.2962
H: 1.3714 1.4138 7.3091
H: 2.5523 1.8497 6.0833
H: 1.9100 2.8954 3.3384
H: 0.4271 2.9808 2.7717
C: -4.0972 4.3004 -6.0523
C: -3.7799 4.5888 -4.5881
C: -2.4195 3.9035 -4.1857
O: -2.4107 2.5401 -4.3340
C: -2.9769 1.8219 -3.3086
N: -3.7664 6.0285 -4.3441
H: -3.1979 4.4173 -6.6845
H: -4.8565 5.0572 -6.2322
H: -4.5076 3.3211 -6.2550
H: -4.5387 4.1755 -3.8930
H: -2.1612 4.1855 -3.1725
H: -1.6362 4.3093 -4.8704
H: -4.0293 1.7996 -3.6572
H: -2.8961 2.1750 -2.2612
H: -2.6816 0.7721 -3.3973
H: -2.9529 6.3389 -4.8276
H: -3.6847 6.1758 -3.3397
C: 1.8739 -2.2568 1.3212
C: 2.9191 -2.0340 0.1119
C: 3.6026 -3.3249 -0.2103
O: 4.5904 -3.1426 -1.1105
C: 5.4866 -4.2417 -1.2166
N: 2.2133 -1.5197 -1.0045
H: 1.2709 -1.3674 1.4970
H: 2.3801 -2.5412 2.2480
H: 1.1946 -3.0603 1.0854
H: 3.6875 -1.2789 0.3123
H: 2.8395 -4.0713 -0.4777
H: 4.0417 -3.6977 0.7302
H: 6.1427 -4.3092 -0.3091
H: 6.1930 -3.9653 -2.0177
H: 4.8680 -5.1324 -1.4970
H: 1.4599 -0.8652 -0.8506
H: 1.8699 -2.1303 -1.7228
C: -0.8044 -0.9903 -5.2354
C: 0.2791 -1.4461 -4.1412
C: 0.4394 -3.0044 -4.1170
O: 1.6522 -3.5246 -3.6156
C: 1.5743 -4.8902 -3.1860
N: 1.4947 -0.7588 -4.6300
H: -1.8334 -1.3222 -5.0628
H: -0.4621 -1.3799 -6.1974
H: -0.6680 0.0836 -5.2312
H: 0.1242 -1.1855 -3.0818
H: 0.2642 -3.4242 -5.1327
H: -0.3391 -3.3950 -3.4565
H: 0.8301 -4.9270 -2.3990
H: 2.5610 -5.1808 -2.8196
H: 1.4215 -5.6452 -3.9950
H: 1.8574 -0.3455 -3.7476
H: 2.1304 -1.5455 -4.8139
C: -3.8438 3.2793 2.4501
C: -4.6186 3.8633 1.2543
C: -5.7885 2.9222 0.8685
O: -6.6107 3.4998 -0.1938
C: -5.9704 3.4830 -1.4857
N: -5.1808 5.1433 1.6650
H: -3.3230 2.3362 2.2441
H: -4.3886 3.1640 3.4006
H: -3.0595 4.0484 2.5449
H: -3.8424 3.9383 0.4682
H: -6.5036 2.9114 1.6972
H: -5.3992 1.9067 0.7033
H: -6.7093 3.9158 -2.1592
H: -5.7281 2.4720 -1.8013
H: -5.0755 4.0752 -1.6222
H: -4.4008 5.7986 1.7034
H: -5.7770 5.4704 0.8889

- LUMO: 2.22 eV
- Gap between HOMO and LUMO: 0.28862 Ha
- Net charge: -1
- DFT total energy: -3361.73050 a.u.

---

Record 5
# C30H27N6PRuS

A structure of composition C30H27N6PRuS (ωB97M-V/def2-TZVPD, OMol25).

Atoms and positions in Å:
Ru: 0.0000 0.0000 0.0000
N: -2.5849 2.3507 2.4682
C: -1.7177 1.4845 1.7269
S: -1.0092 2.1198 -0.5282
N: -1.3487 0.3469 2.3489
N: -0.5031 -0.5282 1.7136
C: 0.0537 -1.7046 1.9854
C: -0.2397 -2.3904 3.3314
C: -0.8488 -1.6842 4.4093
C: -1.1320 -2.2949 5.6340
C: -0.8099 -3.6276 5.8425
C: -0.2225 -4.3566 4.8165
C: 0.0440 -3.7556 3.5798
C: 1.1306 -2.3757 0.6211
C: 1.8491 -3.5377 0.7859
C: 2.5610 -3.8889 -0.3067
C: 2.5541 -3.0495 -1.5188
C: 1.4831 -2.0731 -1.6912
N: 1.6120 -1.0092 -0.5031
H: -2.8920 3.2365 2.0423
H: -2.9023 2.1140 3.4204
H: -1.1198 -0.6501 4.3630
H: -1.6012 -1.7262 6.4272
H: -1.0235 -4.0970 6.7945
H: 0.0191 -5.4001 4.9751
H: 0.4417 -4.4044 2.8479
H: 1.9663 -4.1865 1.6252
H: 3.1695 -4.7895 -0.2944
H: 3.1309 -3.3354 -2.4001
H: 1.8830 -1.3205 -2.4318
N: -1.7763 -0.2873 -2.3781
P: -0.0111 0.0000 -2.4786
C: -0.4906 1.6357 -3.1576
C: -0.0110 2.7697 -2.4836
C: -0.3201 4.0545 -2.9388
C: -1.1144 4.2238 -4.0743
C: -1.6016 3.1082 -4.7578
C: -1.2966 1.8206 -4.3077
C: 0.7618 -0.2154 -4.0917
C: 1.8996 0.5311 -4.4489
C: 2.5048 0.3384 -5.6942
C: 1.9854 -0.6033 -6.5868
C: 0.8627 -1.3568 -6.2335
C: 0.2544 -1.1678 -4.9887
C: -2.5922 -0.1533 -1.2005
C: -4.0734 -0.2270 -1.3195
C: -4.8267 -0.1346 -0.2128
C: -4.1711 0.0316 1.1042
C: -2.8311 0.0897 1.1642
N: -2.0589 0.0000 -0.0111
H: -2.2707 -0.4853 -3.2609
H: 0.6066 2.6574 -1.6010
H: 0.0573 4.9202 -2.4100
H: -1.3518 5.2197 -4.4251
H: -2.2160 3.2411 -5.6389
H: -1.6836 0.9770 -4.8620
H: 2.3139 1.2601 -3.7637
H: 3.3775 0.9176 -5.9667
H: 2.4552 -0.7518 -7.5505
H: 0.4643 -2.0891 -6.9239
H: -0.6128 -1.7603 -4.7265
H: -4.5439 -0.3549 -2.2898
H: -5.9087 -0.1866 -0.2794
H: -4.7669 0.1000 2.0087
H: -2.3307 0.2045 2.1193
H: 0.0000 -1.8277 0.0000

- LUMO (alpha / beta): -6.85 / -7.45 eV
- ⟨S²⟩: 6.148
- Gap between HOMO and LUMO (alpha / beta): 0.22597 / 0.22439 Ha
- Multiplicity: 5
- Net charge: +2
- DFT total energy: -2320.96901 a.u.

---

Record 6
# C9H10BrN

A structure of composition C9H10BrN (ωB97M-V/def2-TZVPD, OMol25).

Atoms and positions in Å:
C: 2.2309 -1.5285 0.9261
C: 2.4603 -0.1530 1.1391
C: 1.1839 -1.9295 0.0810
C: 1.4688 0.7966 0.7006
C: 0.2138 -1.0017 -0.2067
C: 0.3035 0.3590 0.0450
C: -0.9841 -1.2809 -1.1300
C: -2.0235 -0.2116 -0.8611
C: -1.2013 2.2952 0.1850
N: -0.7421 1.1526 -0.5093
Br: -3.3389 -0.1876 0.5160
H: 3.0332 -2.1576 1.2273
H: 3.2449 0.3054 1.6778
H: 1.0170 -2.8889 -0.2108
H: 1.5885 1.9223 0.8134
H: -0.7833 -1.0205 -2.2465
H: -1.3786 -2.3979 -1.1398
H: -2.3878 0.1932 -1.8373
H: -2.2068 2.1451 0.1920
H: -0.6910 2.4670 1.1953
H: -1.0075 3.1214 -0.5572

- LUMO: 0.76 eV
- Gap between HOMO and LUMO: 0.31653 Ha
- DFT total energy: -2977.62229 a.u.